Density functional theory data (ωB97M-V/def2-TZVPD) for 11 unconnected molecules or ions with the total composition C44H121N11O11 in a non-equilibrium geometry.

```
187
C44H121N11O11 ωB97M-V/def2-TZVPD
C 2.489 2.843 2.964
C 3.308 2.569 1.619
C 3.660 0.983 1.634
O 4.446 0.619 2.794
C 5.561 -0.251 2.611
N 2.548 2.936 0.424
H 1.655 2.149 3.072
H 2.026 3.830 2.988
H 3.047 2.778 3.897
H 4.224 3.158 1.606
H 4.085 0.555 0.726
H 2.813 0.298 1.680
H 5.382 -1.137 2.001
H 5.978 -0.791 3.461
H 6.253 0.292 1.968
H 2.169 3.871 0.470
H 3.128 2.914 -0.403
C 0.993 -2.651 -5.556
C -0.598 -2.342 -5.527
C -1.424 -3.458 -6.183
O -1.209 -3.379 -7.615
C -1.589 -4.551 -8.343
N -1.157 -2.039 -4.252
H 1.084 -3.651 -5.131
H 1.624 -1.858 -5.157
H 1.299 -2.864 -6.580
H -0.777 -1.408 -6.061
H -2.492 -3.464 -5.967
H -0.998 -4.426 -5.918
H -1.796 -4.362 -9.397
H -2.479 -4.988 -7.891
H -0.845 -5.347 -8.374
H -1.515 -1.095 -4.209
H -2.024 -2.558 -4.228
C 6.349 2.798 -0.902
C 5.326 3.328 -1.870
C 4.355 2.239 -2.507
O 3.392 2.752 -3.434
C 2.648 1.756 -4.087
N 4.569 4.408 -1.235
H 7.206 3.450 -0.728
H 6.632 1.772 -1.137
H 5.979 2.609 0.106
H 5.772 3.735 -2.778
H 3.947 1.605 -1.720
H 4.924 1.528 -3.105
H 2.121 1.096 -3.399
H 3.274 1.187 -4.775
H 1.793 2.224 -4.575
H 4.252 4.909 -2.052
H 5.156 5.125 -0.833
C 0.094 0.302 -1.241
C -0.780 0.881 -0.129
C -0.665 0.048 1.218
O -1.598 -1.078 1.324
C -2.957 -0.648 1.212
N -0.327 2.284 -0.073
H -0.179 0.585 -2.258
H 0.146 -0.780 -1.114
H 1.156 0.535 -1.309
H -1.799 1.017 -0.492
H -0.864 0.715 2.056
H 0.312 -0.416 1.354
H -3.113 0.300 1.727
H -3.764 -1.332 1.477
H -3.105 -0.436 0.154
H 0.655 2.280 0.164
H -0.336 2.708 -0.990
C 1.109 -2.668 5.200
C 2.244 -1.738 4.879
C 3.398 -1.751 5.817
O 3.095 -1.317 7.149
C 4.189 -1.097 7.994
N 2.696 -2.126 3.565
H 1.179 -3.681 4.805
H 0.314 -2.280 4.562
H 0.634 -2.745 6.178
H 2.058 -0.665 4.842
H 4.264 -1.237 5.400
H 3.680 -2.773 6.071
H 3.797 -0.622 8.894
H 4.845 -0.315 7.611
H 4.669 -2.000 8.370
H 1.988 -2.089 2.846
H 3.505 -1.588 3.287
C -6.984 -2.938 7.349
C -6.017 -1.868 7.893
C -5.514 -0.705 6.924
O -4.743 -1.278 5.917
C -5.366 -1.186 4.618
N -6.665 -1.323 9.113
H -7.545 -3.333 8.196
H -6.572 -3.792 6.811
H -7.647 -2.575 6.563
H -5.121 -2.433 8.150
H -4.984 0.022 7.540
H -6.272 -0.008 6.567
H -5.161 -0.206 4.188
H -6.441 -1.368 4.583
H -4.949 -1.958 3.971
H -7.295 -2.018 9.487
H -5.971 -1.574 9.803
C -1.503 -4.202 0.955
C -0.321 -5.044 1.185
C 0.010 -5.889 -0.157
O -0.729 -7.088 -0.264
C -0.549 -7.872 -1.443
N 0.832 -4.222 1.537
H -2.029 -3.808 1.825
H -2.284 -4.833 0.531
H -1.253 -3.423 0.235
H -0.485 -5.810 1.943
H 1.079 -6.101 -0.133
H -0.081 -5.179 -0.979
H -1.322 -8.640 -1.451
H 0.499 -8.149 -1.553
H -0.821 -7.213 -2.268
H 0.623 -3.726 2.392
H 1.595 -4.847 1.756
C -3.255 5.733 6.412
C -2.974 4.281 6.986
C -2.317 3.328 5.950
O -3.203 3.093 4.843
C -2.495 2.599 3.702
N -2.202 4.402 8.228
H -3.539 6.450 7.182
H -4.021 5.917 5.659
H -2.331 6.105 5.971
H -3.977 3.883 7.138
H -2.212 2.305 6.312
H -1.417 3.932 5.832
H -1.918 1.679 3.794
H -1.760 3.340 3.389
H -3.171 2.534 2.850
H -1.319 4.773 7.909
H -2.036 3.512 8.677
C -4.077 3.940 -3.417
C -2.793 3.326 -2.671
C -1.481 4.248 -3.086
O -0.361 3.886 -2.289
C 0.644 4.856 -2.572
N -3.129 3.287 -1.253
H -5.072 3.523 -3.266
H -3.830 3.787 -4.468
H -4.237 4.981 -3.135
H -2.638 2.259 -2.832
H -1.666 5.286 -2.810
H -1.272 4.250 -4.156
H 0.344 5.903 -2.594
H 1.105 4.555 -3.513
H 1.468 4.738 -1.868
H -3.553 2.405 -1.004
H -2.260 3.366 -0.744
C -2.247 3.615 -9.800
C -1.991 3.879 -8.298
C -1.897 2.539 -7.548
O -1.576 2.838 -6.137
C -1.653 1.645 -5.374
N -0.709 4.615 -8.170
H -3.077 2.911 -9.862
H -1.362 3.188 -10.272
H -2.405 4.465 -10.463
H -2.788 4.433 -7.802
H -1.099 2.013 -8.073
H -2.746 1.867 -7.677
H -1.276 1.838 -4.370
H -0.883 1.011 -5.813
H -2.590 1.101 -5.253
H -0.382 4.689 -7.218
H -0.035 4.125 -8.741
C 3.929 -1.504 -2.216
C 3.901 -2.626 -1.243
C 2.825 -3.616 -1.622
O 3.225 -4.315 -2.727
C 2.438 -5.433 -3.150
N 5.214 -3.233 -1.150
H 2.941 -1.127 -2.483
H 4.324 -1.765 -3.197
H 4.504 -0.653 -1.851
H 3.660 -2.268 -0.242
H 1.949 -3.041 -1.924
H 2.493 -4.243 -0.795
H 2.391 -6.132 -2.315
H 2.806 -6.011 -3.997
H 1.434 -5.065 -3.360
H 5.438 -3.684 -2.026
H 5.090 -3.903 -0.404
```

Summary:
HOMO   -8.2 eV
Orbital gap   8.675 eV
LUMO   0.480 eV
Energy above the lowest of the compared OMol25 structures with the same formula, charge and spin   186.6 kcal per mole
Structure (SMILES)   COC[C@H](C)N.COC[C@H](C)N.COC[C@H](C)N.COC[C@H](C)N.COC[C@H](C)N.COC[C@H](C)N.COC[C@H](C)N.COC[C@H](C)N.COC[C@H](C)N.COC[C@H](C)N.COC[C@H](C)N